Record 1
{
  "formula": "C42H62BN4O3PPdS",
  "method": "ωB97M-V/def2-TZVPD",
  "largest_force_ev_per_a": 1.37,
  "orbital_gap_ev": 4.30,
  "homo_energy_ev": 0.041,
  "total_charge": -2,
  "elements": ["Pd", "S", "P", "O", "O", "O", "N", "N", "N", "N", "C", "C", "C", "C", "C", "C", "C", "C", "C", "C", "C", "C", "C", "C", "C", "C", "C", "C", "C", "C", "C", "C", "C", "C", "C", "C", "C", "C", "C", "C", "C", "C", "C", "C", "C", "C", "C", "C", "C", "C", "C", "C", "B", "H", "H", "H", "H", "H", "H", "H", "H", "H", "H", "H", "H", "H", "H", "H", "H", "H", "H", "H", "H", "H", "H", "H", "H", "H", "H", "H", "H", "H", "H", "H", "H", "H", "H", "H", "H", "H", "H", "H", "H", "H", "H", "H", "H", "H", "H", "H", "H", "H", "H", "H", "H", "H", "H", "H", "H", "H", "H", "H", "H", "H", "H"],
  "positions_angstrom": [[0.061, 0.111, 0.985], [0.928, -1.444, 5.089], [2.360, 0.417, 1.769], [-2.406, 1.019, 1.731], [-1.666, -1.298, 2.670], [-4.602, 0.521, 1.898], [-0.193, 0.704, 3.991], [0.238, -1.481, -2.002], [-1.235, 0.272, -1.999], [1.107, 1.064, 5.863], [4.253, 3.862, 0.422], [4.046, 3.778, -0.948], [-0.681, 2.081, 3.945], [3.306, -3.407, -2.773], [-3.379, 0.265, 1.933], [-0.636, -5.052, -0.129], [3.076, 1.772, 0.757], [-0.333, 2.943, -1.170], [2.663, -1.143, -3.589], [-1.180, -0.293, -3.269], [-3.034, -1.242, 2.283], [1.122, 2.479, 5.548], [3.237, -0.997, 0.934], [2.373, -2.379, -2.751], [2.682, -1.440, -5.091], [-3.263, -2.078, 1.031], [-4.616, -0.218, -3.915], [-4.475, 2.091, -1.835], [-2.192, 1.295, -1.774], [-0.305, -1.304, -3.282], [3.760, 2.874, 1.265], [3.203, -4.487, -1.919], [3.341, 2.698, -1.465], [0.046, 4.177, -1.998], [-1.787, 2.575, -1.355], [3.996, -0.524, -3.148], [2.161, -4.519, -1.011], [3.649, 0.482, 3.151], [-4.080, 3.333, -1.379], [1.179, -3.536, -0.978], [0.064, -3.698, 0.035], [-2.741, 3.559, -1.132], [-5.261, -0.732, -1.553], [-3.918, -1.729, 3.429], [0.605, -3.527, 1.459], [2.869, 1.704, -0.625], [1.253, -2.452, -1.887], [-4.112, -0.280, -2.467], [-0.048, 3.132, 0.317], [-3.560, 1.063, -2.022], [0.583, 0.196, 4.927], [-0.313, 2.850, 5.205], [-0.309, -0.436, -1.071], [4.149, -3.351, -3.453], [-3.613, -1.242, 4.358], [-0.958, 2.561, 6.039], [1.121, 4.351, -1.919], [2.289, 0.868, -1.005], [-5.422, -1.808, -1.654], [-0.209, 4.031, -3.052], [-5.037, -0.499, -0.513], [-3.823, 0.062, -4.610], [-1.014, -5.169, -1.148], [-1.483, -5.116, 0.557], [-0.418, 3.922, 5.035], [-0.073, -1.970, -4.099], [-0.516, 0.103, 3.202], [-3.316, -1.023, -2.405], [-0.663, -2.905, -0.140], [1.606, -3.951, 1.567], [4.221, -0.692, 0.565], [-3.012, -3.131, 1.207], [1.758, 2.697, 4.677], [1.702, -1.775, -5.432], [-2.633, -1.686, 0.227], [-6.194, -0.225, -1.815], [2.620, -1.365, 0.118], [3.552, -0.439, 3.726], [1.881, -0.408, -3.399], [3.918, 2.972, 2.333], [-5.414, 0.522, -4.002], [3.971, -0.313, -2.079], [-0.163, 2.120, 0.772], [-2.426, 4.528, -0.764], [4.831, -1.200, -3.345], [1.883, 0.675, 6.369], [-3.841, -2.815, 3.559], [-5.526, 1.909, -2.029], [4.428, 4.554, -1.602], [3.411, -2.217, -5.331], [0.035, -5.886, 0.089], [4.175, 0.414, -3.679], [-5.011, -1.190, -4.223], [3.365, -1.800, 1.663], [-0.469, 5.075, -1.646], [-4.952, -1.458, 3.217], [-4.813, 4.115, -1.214], [0.650, -2.458, 1.695], [2.102, -5.343, -0.310], [-1.756, 2.047, 3.782], [3.162, 2.634, -2.532], [4.665, 0.562, 2.755], [3.936, -5.286, -1.948], [-0.764, 3.821, 0.773], [4.797, 4.705, 0.836], [-0.038, -4.026, 2.191], [3.462, 1.314, 3.833], [-1.380, -2.216, 2.691], [0.277, 2.110, -1.518], [1.506, 3.032, 6.408], [-4.307, -2.010, 0.730], [-1.730, 0.113, -4.104], [-0.247, 2.568, 3.070], [2.944, -0.539, -5.651], [0.967, 3.505, 0.476]],
  "lowdin_charge": [0.26, 0.49, 0.86, -0.05, -0.10, -0.05, 0.02, 0.02, 0.02, -0.03, -0.12, -0.12, -0.17, -0.07, -0.64, -0.07, -0.38, -0.37, -0.37, -0.11, -0.51, -0.21, -0.28, -0.14, -0.07, -0.02, -0.08, -0.05, -0.10, -0.12, -0.11, -0.09, -0.11, -0.07, -0.12, -0.06, -0.06, -0.31, -0.08, -0.13, -0.36, -0.05, -0.07, -0.04, -0.07, -0.13, -0.12, -0.36, -0.08, -0.12, -0.92, -0.17, -0.38, 0.10, 0.08, 0.11, 0.05, 0.07, 0.08, 0.08, 0.06, 0.06, 0.08, 0.06, 0.11, 0.10, 0.06, 0.12, 0.09, 0.07, 0.04, 0.08, 0.11, 0.06, 0.07, 0.07, 0.00, 0.00, 0.12, 0.08, 0.07, 0.06, 0.00, 0.10, 0.07, 0.09, 0.07, 0.10, 0.09, 0.07, 0.06, 0.07, 0.07, 0.03, 0.06, 0.07, 0.09, 0.04, 0.10, 0.11, 0.10, 0.03, 0.09, 0.08, 0.09, 0.07, 0.00, 0.06, 0.10, 0.11, 0.07, 0.10, 0.10, 0.07, 0.07]
}


Record 2
{
  "formula": "C42H62F2O23Si",
  "method": "ωB97M-V/def2-TZVPD",
  "largest_force_ev_per_a": 0.38,
  "orbital_gap_ev": 8.15,
  "homo_energy_ev": -9.270,
  "total_charge": 0,
  "elements": ["Si", "F", "F", "O", "O", "O", "O", "O", "O", "O", "O", "O", "O", "O", "O", "O", "O", "O", "O", "O", "O", "O", "O", "O", "O", "O", "C", "C", "C", "C", "C", "C", "C", "C", "C", "C", "C", "C", "C", "C", "C", "C", "C", "C", "C", "C", "C", "C", "C", "C", "C", "C", "C", "C", "C", "C", "C", "C", "C", "C", "C", "C", "C", "C", "C", "C", "C", "C", "H", "H", "H", "H", "H", "H", "H", "H", "H", "H", "H", "H", "H", "H", "H", "H", "H", "H", "H", "H", "H", "H", "H", "H", "H", "H", "H", "H", "H", "H", "H", "H", "H", "H", "H", "H", "H", "H", "H", "H", "H", "H", "H", "H", "H", "H", "H", "H", "H", "H", "H", "H", "H", "H", "H", "H", "H", "H", "H", "H", "H", "H"],
  "positions_angstrom": [[2.197, -3.569, 4.492], [-1.074, -0.663, 7.454], [-1.470, -2.781, 7.125], [-0.389, -2.059, -3.660], [-2.830, 4.084, -8.721], [-0.019, 4.669, -4.076], [6.146, 6.952, -2.193], [4.224, 7.716, -3.099], [-9.451, -1.622, -1.557], [-4.737, 4.852, -9.654], [-0.163, -0.297, 3.882], [1.099, 1.230, 11.097], [-7.646, -2.940, -1.884], [-7.419, -1.158, -0.687], [5.043, -5.651, -3.638], [-0.161, -0.069, -4.699], [3.986, -5.603, -1.643], [-4.102, 2.689, -9.769], [3.351, -4.333, -3.398], [0.318, 4.886, -6.299], [-0.049, -1.868, -5.885], [-5.094, -0.815, 4.291], [4.904, 5.572, -3.295], [0.197, 6.673, -5.096], [2.970, 0.304, 11.957], [1.491, -0.994, 11.070], [-2.011, -2.091, 0.497], [0.235, -1.177, 10.402], [-0.217, -1.396, -4.653], [-8.467, -3.811, -2.668], [3.932, 0.223, 4.269], [3.937, 0.481, 2.904], [-0.913, -1.669, 6.527], [1.783, 0.273, 11.348], [-4.059, -1.907, 1.762], [-0.329, 0.580, -3.432], [4.113, -5.232, -2.780], [2.298, -3.797, -2.588], [0.146, 5.346, -5.059], [5.014, 6.834, -2.884], [-1.170, -0.959, 3.985], [-3.397, -2.199, 0.578], [-3.966, 3.964, -9.406], [-8.288, -1.880, -1.392], [-3.321, -1.522, 2.874], [3.409, 1.617, 12.317], [-3.960, -1.219, 4.182], [3.729, 5.316, -4.068], [-7.974, 0.019, -0.090], [2.891, -1.937, 3.883], [3.621, -4.585, 5.172], [-5.289, 2.416, -10.517], [0.046, 7.315, -3.824], [0.280, 3.459, -6.395], [-3.097, -1.457, 5.375], [-1.768, -1.357, 5.304], [0.563, -1.898, 6.272], [5.941, -6.626, -3.100], [1.431, -4.550, 3.078], [3.431, -0.466, 2.026], [-2.552, 5.411, -8.265], [-1.276, -1.668, 1.596], [-1.935, -1.399, 2.788], [2.911, -1.659, 2.514], [6.391, 8.267, -1.686], [-0.078, -3.295, -5.988], [0.890, -3.345, 5.853], [3.421, -0.971, 4.747], [-8.358, 0.690, -0.855], [0.649, -5.197, 3.475], [3.434, -0.279, 0.960], [6.468, 8.983, -2.502], [2.834, 5.528, -3.485], [-3.334, 5.760, -7.593], [0.227, -0.656, 9.451], [-1.303, 0.347, -3.007], [2.707, -3.293, -1.714], [-0.919, 7.069, -3.385], [4.322, 0.954, 4.965], [0.139, -2.247, 10.241], [-5.299, 2.989, -11.442], [2.204, -5.187, 2.646], [3.758, 4.260, -4.320], [-8.769, -0.243, 0.605], [-7.816, -4.615, -2.995], [-1.037, -3.684, -5.651], [5.398, -7.518, -2.793], [2.529, -2.380, 1.802], [5.598, 8.570, -1.006], [1.019, -3.936, 2.280], [4.374, 1.484, 12.796], [6.630, -6.867, -3.903], [4.397, -4.658, 4.408], [0.895, -1.176, 5.537], [-1.480, -2.317, -0.418], [3.431, -1.158, 5.815], [-9.282, -4.210, -2.068], [1.765, -3.085, -3.206], [-8.871, -3.283, -3.529], [4.074, -4.085, 6.031], [0.457, 0.282, -2.741], [6.485, -6.219, -2.250], [-0.584, -0.821, 11.024], [0.064, -3.515, -7.042], [0.847, 7.021, -3.149], [1.618, -4.586, -2.273], [-3.959, -2.520, -0.289], [-3.609, -1.730, 6.289], [-0.200, -1.554, 1.562], [2.708, 2.079, 13.010], [3.295, -5.582, 5.464], [-5.136, -1.973, 1.832], [-1.610, 5.363, -7.729], [1.081, -1.652, 7.200], [0.727, -3.740, -5.406], [-7.155, 0.491, 0.444], [3.513, 2.242, 11.432], [4.334, 1.411, 2.521], [-5.261, 1.353, -10.738], [0.428, 3.211, -7.442], [3.728, 5.914, -4.978], [7.336, 8.206, -1.154], [1.246, -3.887, 6.731], [-0.259, 1.646, -3.629], [-0.006, -3.876, 5.529], [-2.457, 6.098, -9.104], [0.106, 8.380, -4.024], [-6.175, 2.653, -9.931], [-0.686, 3.078, -6.070], [1.076, 3.014, -5.801]],
  "lowdin_charge": [0.59, 0.08, 0.06, 0.10, 0.00, 0.12, 0.01, 0.12, 0.13, 0.13, 0.14, 0.13, 0.00, -0.01, 0.00, 0.00, 0.12, 0.00, 0.00, -0.02, 0.01, 0.13, 0.01, 0.00, 0.00, 0.01, -0.05, -0.03, -0.63, -0.04, -0.08, -0.08, -0.46, -0.63, 0.01, -0.02, -0.63, -0.03, -0.64, -0.62, -0.27, -0.05, -0.63, -0.63, -0.09, -0.04, -0.32, -0.03, -0.03, -0.25, -0.18, -0.04, -0.02, -0.03, 0.11, 0.00, -0.14, -0.04, -0.16, -0.08, -0.02, 0.00, -0.09, -0.10, -0.04, -0.03, -0.20, -0.10, 0.10, 0.03, 0.10, 0.10, 0.08, 0.10, 0.07, 0.10, 0.10, 0.10, 0.10, 0.10, 0.10, 0.04, 0.10, 0.10, 0.09, 0.10, 0.10, 0.08, 0.10, 0.01, 0.09, 0.09, 0.03, 0.08, 0.11, 0.10, 0.10, 0.07, 0.10, 0.03, 0.10, 0.10, 0.10, 0.10, 0.09, 0.10, 0.11, 0.14, 0.11, 0.10, 0.03, 0.12, 0.07, 0.12, 0.09, 0.09, 0.10, 0.10, 0.09, 0.10, 0.10, 0.09, 0.08, 0.08, 0.08, 0.10, 0.10, 0.10, 0.10, 0.09]
}